This record from the Open Molecules 2025 dataset describes C4H7O2 as an isolated structure. The level of theory is ωB97M-V/def2-TZVPD.

The geometry in XYZ format:
```
13
Properties=species:S:1:pos:R:3:lowdin_charge:R:1
O -2.396 1.209 -0.129 -0.3078
C -1.609 0.286 0.498 -0.5148
C -0.756 -0.683 -0.280 -0.2028
C -0.018 0.401 0.427 -0.2094
C 1.769 0.056 -0.494 -0.2732
O 2.658 -0.093 0.473 -0.2398
H -1.931 -0.193 1.483 0.1217
H -0.908 -1.729 0.170 0.1181
H -0.558 -0.730 -1.338 0.0843
H -0.096 1.381 -0.137 0.1509
H 0.402 0.146 1.422 0.1203
H 1.469 -0.933 -0.858 0.0605
H 1.972 0.881 -1.237 0.0920
```

Results
gap between HOMO and LUMO = 6.8 eV
net charge = -1
DFT total energy = -8352.4574 eV
energy above the lowest of the compared OMol25 structures with the same formula, charge and spin = 5.619 eV
F_max = 5.84 eV Å⁻¹
highest occupied orbital energy = -2.69 eV

This record from the Open Molecules 2025 dataset describes a 2-piece molecular cluster, C4H7O2P overall. The level of theory is ωB97M-V/def2-TZVPD.

The geometry in XYZ format:
```
14
Properties=species:S:1:pos:R:3:lowdin_charge:R:1
C 3.381 1.094 -0.488 0.1295
C 2.211 0.867 -0.261 -0.1249
C -2.777 -0.642 -0.758 -0.2080
C 1.021 0.201 0.075 -0.3320
O -2.210 1.165 1.220 -0.4249
O 1.322 -1.176 0.026 -0.0903
P -2.290 -0.238 0.798 0.7036
H 4.200 1.466 -1.018 0.0169
H -2.697 -1.510 -1.334 -0.0194
H -2.881 0.275 -1.304 0.0035
H 0.057 0.462 -0.337 0.0719
H 0.730 0.445 1.198 0.1461
H 2.280 -1.326 0.286 0.1215
H -2.347 -1.082 1.898 0.0065
```

Results
gap between HOMO and LUMO = 9.3 eV
DFT total energy = -17640.6714 eV
energy above the lowest of the compared OMol25 structures with the same formula, charge and spin = 4.894 eV
F_max = 4.54 eV Å⁻¹
highest occupied orbital energy = -9.38 eV

This record from the Open Molecules 2025 dataset describes C4H7O2Rb as an isolated structure. The level of theory is ωB97M-V/def2-TZVPD.

The geometry in XYZ format:
```
14
Properties=species:S:1:pos:R:3:lowdin_charge:R:1
C 0.658 0.441 -0.175 -0.0831
C 0.363 -0.989 -0.403 -0.1141
C -0.813 -0.051 -0.152 -0.2409
C -1.457 -0.137 1.144 -0.2442
O -2.620 0.227 1.349 -0.0488
Rb -6.128 1.454 0.871 0.4269
H 0.889 1.078 -1.029 0.1127
H 1.072 0.742 0.789 0.1132
H 0.606 -1.697 0.391 0.1095
H 0.427 -1.381 -1.418 0.1097
H -1.449 0.212 -0.999 0.1409
H -0.867 -0.544 2.000 0.1423
O 4.669 0.517 -0.745 -0.3142
H 4.651 0.128 -1.623 -0.1099
```

Results
gap between HOMO and LUMO (spin up / spin down) = 1.2 / 8.5 eV
DFT total energy = -9006.3826 eV
energy above the lowest of the compared OMol25 structures with the same formula, charge and spin = 2.615 eV
F_max = 1.91 eV Å⁻¹
highest occupied orbital energy (spin up / spin down) = -3.39 / -8.59 eV

This record from the Open Molecules 2025 dataset describes C4H7O2Rb as an isolated structure. The level of theory is ωB97M-V/def2-TZVPD.

The geometry in XYZ format:
```
14
Properties=species:S:1:pos:R:3:lowdin_charge:R:1
H -3.750 -0.187 2.093 0.1242
O 0.159 0.493 -0.051 -0.1847
Rb -0.247 -2.306 0.764 1.0228
C 1.115 1.444 0.079 -0.0596
O 2.262 0.947 -0.219 -0.0607
C 2.483 -0.412 -0.644 -0.0422
C -1.158 0.905 0.155 -0.1769
C -2.147 0.014 0.014 -0.0836
H 3.522 -0.458 -0.978 0.1114
H 2.364 -1.089 0.213 0.0619
H 1.816 -0.669 -1.476 0.1007
H -1.254 1.925 0.523 0.1349
H -1.984 -0.952 -0.473 0.0043
H -3.180 0.345 0.001 0.0476
```

Results
gap between HOMO and LUMO (spin up / spin down) = 8.9 / 8.8 eV
net charge = +1
DFT total energy = -9000.2450 eV
energy above the lowest of the compared OMol25 structures with the same formula, charge and spin = 0.000 eV
F_max = 1.44 eV Å⁻¹
highest occupied orbital energy (spin up / spin down) = -12.92 / -12.93 eV
multiplicity = 2

This record from the Open Molecules 2025 dataset describes C4H7O3P in the gas phase. The level of theory is ωB97M-V/def2-TZVPD.

The geometry in XYZ format:
```
15
Properties=species:S:1:pos:R:3:lowdin_charge:R:1
C -0.177 -1.364 -0.082 -0.3999
C 0.082 0.724 1.561 -0.2263
C -0.621 0.019 0.372 -0.1353
C 0.203 -1.572 -1.561 0.0189
O -0.017 -2.161 0.783 0.1201
O 1.038 1.620 1.060 -0.4126
O -0.472 1.063 -0.864 -0.4358
P 0.806 2.039 -0.560 0.8717
H -0.708 1.099 2.164 0.1020
H 0.678 -0.015 2.211 0.1544
H -1.709 0.133 0.614 0.1599
H 1.164 -1.255 -1.507 0.0519
H -0.374 -0.984 -2.299 0.0941
H 0.001 -2.596 -1.807 0.0823
H 0.107 3.250 -0.087 -0.0454
```

Results
gap between HOMO and LUMO = 9.7 eV
DFT total energy = -19691.4895 eV
energy above the lowest of the compared OMol25 structures with the same formula, charge and spin = 1.900 eV
F_max = 4.26 eV Å⁻¹
highest occupied orbital energy = -9.05 eV
SMILES = CC(=O)[C@H]1COPO1

This record from the Open Molecules 2025 dataset describes C4H7O4P in the gas phase. The level of theory is ωB97M-V/def2-TZVPD.

The geometry in XYZ format:
```
16
Properties=species:S:1:pos:R:3:lowdin_charge:R:1
C -2.566 1.163 -0.550 0.0287
C -1.469 1.330 0.220 -0.2367
O -0.588 0.277 0.472 -0.1459
P 0.923 0.539 -0.078 0.4448
O 1.819 1.216 0.835 -0.2054
O 0.708 1.425 -1.388 -0.0848
O 1.469 -0.875 -0.803 -0.0497
C 1.417 -1.926 -0.008 -0.2079
C 1.248 -1.892 1.345 -0.1107
H -2.453 0.835 -1.580 0.0566
H -3.572 1.333 -0.196 0.0569
H -1.180 2.304 0.603 0.1236
H 0.260 0.876 -2.048 0.0923
H 1.558 -2.847 -0.593 0.1236
H 0.281 -1.933 1.819 0.0512
H 2.143 -1.824 1.951 0.0633
```

Results
gap between HOMO and LUMO = 6.1 eV
DFT total energy = -21735.9979 eV
energy above the lowest of the compared OMol25 structures with the same formula, charge and spin = 5.156 eV
F_max = 2.74 eV Å⁻¹
highest occupied orbital energy = -7.18 eV
SMILES = C=COP(=O)(O)OC=C

- Which value of F_max does entry 4 give?
  1.44 eV Å⁻¹